(1)
Here is a cluster of 2 separate species, C3H9NSi in total from OMol25. Energies are from wB97M-V/def2-TZVPD.

Last column: natural (NBO) charge in e.
CARTESIAN COORDINATES (ANGSTROEM)
N (0.32, 0.24, -0.35)  -1.077
C (-0.38, -2.05, 2.36)  -0.835
C (0.87, 1.55, -0.40)  -0.394
Si (-0.69, -0.59, -1.41)  1.109
H (1.77, 1.74, 0.31)  0.186
H (-1.23, -2.48, 2.82)  0.306
H (0.16, 2.32, -0.14)  0.170
H (-0.99, -1.61, -0.38)  -0.195
C (-0.06, -0.82, 2.43)  0.233
H (0.34, 0.01, 0.63)  0.401
H (-1.86, -0.02, -2.08)  -0.199
H (1.24, 1.70, -1.39)  0.184
H (0.26, -1.08, -2.39)  -0.206
H (0.16, -3.02, 2.08)  0.317

Summary:
* HOMO level: -8.66 eV
* Kohn-Sham gap: 7.83 eV



(2)
Here is an isolated molecule of C3H9NSi from OMol25. Energies are from wB97M-V/def2-TZVPD.

Last column: natural (NBO) charge in e.
CARTESIAN COORDINATES (ANGSTROEM)
H (1.61, 1.85, 0.02)  -0.203
C (-1.20, 0.84, 0.15)  -0.432
H (-1.99, -0.62, -1.53)  0.216
H (-0.62, -0.84, 1.38)  0.203
H (-2.89, -0.64, -0.05)  0.222
N (0.67, -0.61, -0.34)  -1.046
H (3.36, -0.02, -0.46)  -0.148
C (-1.93, -0.31, -0.45)  -0.434
H (-0.70, 1.53, -0.44)  0.216
H (0.55, -0.87, -1.33)  0.398
C (-0.58, -0.48, 0.34)  -0.061
H (2.06, 0.56, 1.63)  -0.184
H (-1.69, 1.43, 1.03)  0.210
Si (2.03, 0.43, 0.13)  1.041

Summary:
* HOMO level: -8.86 eV
* SMILES: [SiH3]NC1CC1
* Kohn-Sham gap: 9.99 eV



(3)
Here is an isolated molecule of C3H9NSi from OMol25. Energies are from wB97M-V/def2-TZVPD.

Last column: natural (NBO) charge in e.
CARTESIAN COORDINATES (ANGSTROEM)
H (1.66, 0.45, 0.62)  -0.226
H (1.43, -2.45, -0.38)  0.186
H (-0.50, 0.54, 1.76)  -0.217
H (0.55, 1.63, -1.57)  0.234
H (-1.62, 2.94, -1.48)  0.187
H (-0.73, -1.49, -0.67)  0.390
C (-0.30, 1.51, -0.83)  -0.675
N (-0.19, -1.26, 0.14)  -1.071
H (-2.08, 2.10, 0.02)  0.187
Si (0.09, 0.38, 0.52)  1.358
C (0.92, -2.13, 0.47)  -0.404
H (0.54, -2.89, 1.16)  0.186
H (1.66, -1.50, 1.02)  0.195
C (-1.42, 2.17, -0.78)  -0.330

Summary:
* HOMO level: -8.82 eV
* SMILES: C=C[SiH2]NC
* Kohn-Sham gap: 9.99 eV



(4)
Here is a cluster of 2 separate species, C3H9NSi in total from OMol25. Energies are from wB97M-V/def2-TZVPD.

Last column: natural (NBO) charge in e.
CARTESIAN COORDINATES (ANGSTROEM)
H (0.09, -1.79, 3.51)  0.231
H (1.86, 0.12, -0.40)  -0.221
H (0.48, 2.43, -2.05)  0.387
H (0.04, -0.94, -1.54)  -0.219
C (-0.12, -2.08, 2.52)  -0.228
C (-0.35, -2.41, 1.40)  -0.236
H (-0.09, 1.64, 1.10)  0.235
C (-0.63, 0.99, 0.41)  -1.101
H (0.86, 1.24, -3.13)  0.389
Si (0.51, 0.32, -0.95)  1.324
H (-1.05, 0.18, 0.99)  0.250
H (-1.45, 1.56, -0.02)  0.238
H (-0.56, -2.72, 0.42)  0.235
N (0.40, 1.45, -2.25)  -1.283

Summary:
* HOMO level: -9.61 eV
* SMILES: C[SiH2]N.C#C
* Kohn-Sham gap: 10.68 eV



Computed energies relative to the best structure, in kcal/mol: (1) 88.3; (2) 10.7; (3) 0.0; (4) 5.7



(1)
Here is the ion C8H10NO2 with charge +1 from OMol25. Energies are from wB97M-V/def2-TZVPD.

Last column: natural (NBO) charge in e.
CARTESIAN COORDINATES (ANGSTROEM)
C (-0.73, 0.78, -1.65)  -0.002
C (0.44, -0.16, 1.76)  0.025
C (0.09, -0.34, 0.24)  0.333
H (-0.36, -2.46, -2.93)  0.278
C (-0.40, -1.58, -2.20)  -0.339
H (-1.07, 1.86, -1.91)  0.240
H (2.12, -0.04, 2.57)  0.487
C (0.37, 1.44, 1.77)  -0.480
C (-0.03, -2.09, -1.01)  0.537
H (-1.21, 0.09, -3.43)  0.268
H (-0.30, 2.79, 0.03)  0.234
O (0.30, -3.19, -0.43)  -0.638
C (-0.54, 1.85, 0.64)  -0.217
O (1.64, -0.72, 2.15)  -0.679
C (-0.85, -0.27, -2.45)  -0.193
N (-0.31, 0.73, -0.36)  -0.360
H (-0.26, -0.79, 2.25)  0.219
H (1.32, 2.01, 1.48)  0.251
H (-1.51, 1.89, 1.00)  0.229
H (1.22, -3.48, -0.39)  0.538
H (0.07, 1.67, 2.89)  0.269

Summary:
* HOMO level: -13.35 eV
* Kohn-Sham gap: 9.24 eV
* charge: +1



(2)
Here is a structure of composition C8H10NO2 from OMol25. Energies are from wB97M-V/def2-TZVPD.

Last column: natural (NBO) charge in e.
CARTESIAN COORDINATES (ANGSTROEM)
H (2.00, 2.56, 1.93)  0.226
H (0.94, -1.73, -3.26)  0.263
C (0.54, -0.97, -1.22)  0.133
C (1.70, 1.48, 1.97)  -0.137
C (0.12, -0.19, 0.95)  0.522
C (-1.12, -1.28, -2.94)  -0.112
O (-0.52, 0.74, 1.64)  -0.468
H (0.32, 0.88, 3.51)  0.206
C (-2.07, -0.78, -2.00)  -0.180
C (0.18, -1.35, -2.59)  -0.202
H (1.67, -0.84, -0.98)  0.300
N (-0.39, -0.55, -0.40)  -0.318
C (-1.68, -0.37, -0.74)  0.064
H (-2.36, -0.10, 0.01)  0.256
H (-3.10, -0.62, -2.20)  0.258
C (0.35, 1.41, 2.57)  -0.107
H (0.78, -0.86, 1.54)  0.228
H (2.54, 0.93, 2.60)  0.181
O (1.60, 0.98, 0.65)  -0.604
H (-1.30, -1.75, -3.88)  0.258
H (-0.19, 2.40, 2.85)  0.232

Summary:
* HOMO level: -13.29 eV
* Kohn-Sham gap: 8.41 eV
* charge: +1



Computed energies relative to the best structure, in kcal/mol: (1) 30.9; (2) 0.0



(1)
Here is a cluster of 9 separate species, H17O9 in total from OMol25. Energies are from wB97M-V/def2-TZVPD.

Last column: natural (NBO) charge in e.
CARTESIAN COORDINATES (ANGSTROEM)
H (1.54, 1.76, 1.25)  0.510
H (0.44, 3.15, -2.14)  0.486
H (-3.84, 0.62, 0.98)  0.461
O (-3.09, 0.99, 0.55)  -0.957
O (0.18, 1.91, 1.33)  -1.142
O (-1.51, -3.10, -0.63)  -1.064
O (-0.56, 3.15, -2.04)  -0.957
H (0.03, 0.31, 1.46)  0.519
O (2.65, 1.95, 1.09)  -1.085
H (0.45, -2.29, 0.92)  0.546
H (-1.24, -1.08, -2.09)  0.477
O (0.18, -3.24, 1.14)  -0.966
H (2.44, 0.82, -1.00)  0.469
H (-0.44, -1.29, -3.28)  0.460
H (-0.37, 1.93, 0.44)  0.417
H (-0.87, 2.58, -1.40)  0.472
H (-0.82, -3.36, 0.14)  0.490
H (-2.44, 1.13, 1.27)  0.493
H (-0.87, -1.06, 1.38)  0.450
H (3.42, 0.38, 0.16)  0.510
O (3.27, 0.37, -0.92)  -0.993
O (-0.33, -1.27, -2.34)  -0.926
H (-1.04, -2.81, -1.40)  0.464
H (2.88, 2.75, 1.28)  0.436
H (0.05, -3.48, 2.00)  0.486
O (-0.12, -0.81, 1.84)  -1.058

Summary:
* HOMO level: -5.73 eV
* Kohn-Sham gap: 8.79 eV
* charge: -1



(2)
Here is a cluster of 9 separate species, H17O9 in total from OMol25. Energies are from wB97M-V/def2-TZVPD.

Last column: natural (NBO) charge in e.
CARTESIAN COORDINATES (ANGSTROEM)
O (2.30, -0.17, -1.71)  -0.984
O (3.46, -1.51, 0.86)  -0.944
H (-2.63, -0.40, -2.04)  0.467
O (-1.98, -3.01, 0.36)  -0.970
H (0.28, 3.51, -0.31)  0.489
H (0.45, 1.11, 0.06)  0.513
H (-1.88, -2.74, 1.35)  0.488
O (1.40, 0.25, 0.59)  -1.254
H (2.71, -1.57, 1.39)  0.476
H (-1.80, 1.34, -0.80)  0.525
H (-2.72, -1.93, -1.44)  0.503
H (3.37, -0.76, 0.36)  0.470
H (0.25, 2.08, -1.35)  0.454
H (1.88, 3.42, 0.00)  0.473
H (-1.11, -3.40, 0.08)  0.485
O (-0.13, 1.80, -0.51)  -1.062
H (-1.46, -1.05, 3.35)  0.464
H (2.48, -0.76, -0.91)  0.484
O (-0.55, -1.33, 3.49)  -0.959
O (-2.75, 1.35, -1.20)  -0.993
O (0.98, 3.94, 0.13)  -0.982
H (-0.10, -1.11, 2.66)  0.493
O (-2.91, -1.27, -2.22)  -0.993
H (1.67, 0.66, 1.41)  0.431
H (1.53, 0.39, -1.49)  0.484
H (-2.76, 1.15, -2.11)  0.443

Summary:
* HOMO level: -5.79 eV
* Kohn-Sham gap: 8.65 eV
* charge: -1



Computed energies relative to the best structure, in kcal/mol: (1) 21.2; (2) 0.0



(1)
Here is the ion C4H12NO2 with charge +1 from OMol25. Energies are from wB97M-V/def2-TZVPD.

Last column: natural (NBO) charge in e.
CARTESIAN COORDINATES (ANGSTROEM)
C (0.76, 1.46, 1.06)  -0.088
C (-1.47, -0.60, -1.39)  -0.075
C (-0.41, 0.37, -0.85)  -0.478
H (1.25, -1.10, 1.56)  0.457
H (-1.79, -0.17, -2.34)  0.212
N (0.56, -1.02, 0.81)  -0.686
H (0.65, 2.37, 0.47)  0.212
C (-0.22, 0.30, 0.66)  -0.047
H (-1.33, -2.56, -1.75)  0.492
H (-2.16, -0.74, -0.56)  0.178
O (-0.74, -1.82, -1.59)  -0.759
O (2.07, 0.88, 1.01)  -0.746
H (-0.19, -1.69, 0.84)  0.444
H (-0.77, 1.40, -1.06)  0.248
H (1.13, -1.18, -0.02)  0.460
H (0.54, 0.62, -1.33)  0.257
H (2.65, 1.65, 1.01)  0.502
H (0.54, 1.57, 2.13)  0.187
H (-1.06, 0.26, 1.34)  0.232

Summary:
* HOMO level: -14.65 eV
* SMILES: [NH3+][C@@H](CO)CCO
* Kohn-Sham gap: 11.56 eV
* charge: +1



(2)
Here is a cluster of 3 separate species, C4H12NO2 in total from OMol25. Energies are from wB97M-V/def2-TZVPD.

Last column: natural (NBO) charge in e.
CARTESIAN COORDINATES (ANGSTROEM)
C (-0.72, 0.93, 2.08)  -0.669
H (-1.92, 1.52, -1.94)  0.236
H (1.32, -0.45, -0.31)  0.219
H (-2.53, 0.42, -0.51)  0.229
H (2.10, 1.94, -2.82)  0.490
C (-0.14, 0.52, 0.77)  0.096
H (-1.79, 1.08, 2.01)  0.218
H (0.77, -1.29, 1.26)  0.269
H (-0.08, 1.91, -0.77)  0.452
H (0.86, -4.04, -0.32)  0.477
O (1.56, 1.21, -2.50)  -0.974
N (-0.67, 1.17, -0.40)  -0.386
H (0.54, -4.30, 1.11)  0.480
H (-0.21, 1.73, 2.63)  0.258
C (0.82, -0.39, 0.65)  -0.318
C (-1.74, 0.95, -1.04)  0.130
O (0.69, -3.56, 0.51)  -0.952
H (1.65, 0.55, -3.19)  0.488
H (-0.50, 0.11, 2.78)  0.256

Summary:
* HOMO level: -13.80 eV
* Kohn-Sham gap: 9.08 eV
* charge: +1



(3)
Here is a cluster of 2 separate species, C4H12NO2 in total from OMol25. Energies are from wB97M-V/def2-TZVPD.

Last column: natural (NBO) charge in e.
CARTESIAN COORDINATES (ANGSTROEM)
H (-0.61, 3.13, -0.47)  0.162
H (2.12, 0.15, -1.74)  0.440
H (-1.25, -0.53, -0.19)  0.499
C (-0.03, -1.46, 1.09)  -0.056
H (0.75, 0.65, -2.62)  0.450
C (-0.45, 2.15, -0.97)  0.418
O (-1.34, 1.58, -1.60)  -0.494
H (-1.94, -2.49, 1.58)  0.237
C (-1.18, -1.81, 2.02)  -0.651
H (1.20, 1.41, 0.26)  0.261
C (0.99, 1.64, -0.78)  -0.338
H (0.60, -2.30, 0.91)  0.198
H (1.69, 2.39, -1.11)  0.252
H (-0.74, -2.19, 2.92)  0.245
H (0.55, -0.31, -1.30)  0.480
H (0.60, -0.62, 1.55)  0.156
O (-0.41, -0.97, -0.24)  -0.768
H (-1.71, -0.89, 2.35)  0.214
N (1.16, 0.46, -1.68)  -0.705

Summary:
* HOMO level: -14.91 eV
* Kohn-Sham gap: 11.29 eV
* charge: +1



Computed energies relative to the best structure, in kcal/mol: (1) 8.1; (2) 28.3; (3) 0.0